[1]
# C22H21Cl2NO3P2S

An isolated molecule of C22H21Cl2NO3P2S in a non-equilibrium geometry (the ωB97M-V functional and the def2-TZVPD basis, the Open Molecules 2025 dataset).

Structure (XYZ):
```
52
Properties=species:S:1:pos:R:3:mulliken_charge:R:1
C 2.50833 -4.69219 -1.19971 -0.897
C 3.49194 -3.94375 -0.33603 0.483
Cl 4.56517 -4.94265 0.60062 -0.193
C 3.54054 -2.60589 -0.27257 0.050
Cl 4.72128 -1.92214 0.85465 -0.228
C 2.71096 -1.60588 -0.99246 0.674
C 3.17458 -0.36363 -1.11526 -0.957
C 2.32332 0.72156 -1.73068 -0.492
O 2.75187 1.55503 -2.50302 -0.592
C 0.87276 0.60986 -1.29895 0.450
C 0.07393 1.68436 -0.97752 0.646
N 0.58802 2.99286 -1.07492 -0.429
C -1.24249 1.45626 -0.56115 -0.389
C -2.05626 2.68066 -0.20500 -1.736
C -2.35316 2.78041 1.31576 -1.372
C -1.05200 2.81344 2.09432 0.645
C -0.26171 3.93782 2.20318 -0.197
C 0.89039 3.88383 2.94018 -0.627
C 1.29928 2.73891 3.57953 -0.497
C 0.51557 1.60875 3.49187 -0.816
C -0.64330 1.67529 2.75750 0.042
C -1.74915 0.17717 -0.48772 0.916
P -3.47688 -0.20597 -0.00858 0.317
S -4.87432 1.08169 -0.39487 -0.348
C -0.91292 -0.93491 -0.78815 1.079
P -1.31682 -2.74821 -0.69796 0.060
C -2.06627 -3.11358 -2.36162 -0.998
O -2.52403 -3.05698 0.41019 -0.495
C 0.36309 -0.67245 -1.19136 -0.241
C 1.33708 -1.77555 -1.59430 -0.262
O 0.98612 -2.58440 -2.42566 -0.492
H 2.62718 -4.50792 -2.26672 0.284
H 2.55023 -5.75236 -0.94606 0.416
H 1.49207 -4.38120 -0.94119 0.088
H 4.14806 -0.03858 -0.76519 0.459
H 1.56015 3.00647 -1.34817 0.228
H 0.03374 3.49024 -1.76383 0.226
H -1.48810 3.58823 -0.42530 0.398
H -2.96317 2.78425 -0.80062 0.479
H -3.02295 1.99770 1.66984 0.458
H -2.79231 3.77650 1.44855 0.514
H -0.54545 4.87317 1.72875 0.391
H 1.53390 4.75083 3.06120 0.355
H 2.22292 2.69337 4.14591 0.398
H 0.74853 0.66801 3.97855 0.416
H -1.27746 0.79276 2.67860 0.292
H -3.77088 -1.37804 -0.73068 -0.030
H -3.42395 -0.63420 1.33894 0.104
H -3.11715 -2.82035 -2.44133 0.395
H -1.92045 -4.18888 -2.50119 0.338
H -1.43952 -2.63234 -3.11364 0.315
H -3.34031 -3.31737 -0.03669 0.374
```

Calculated values
Total charge: 0
Calculated total energy (eV): -85244.105
HOMO energy (Ha): -0.3131
SMILES string: C/C(Cl)=C(/Cl)C1=CC(=O)c2c(N)c(CCc3ccccc3)c([PH2]=S)c(P(C)O)c2C1=O
Gap between HOMO and LUMO (eV): 7.3
Largest force on an atom (eV/A): 2.0


[2]
# C22H21CoF3N6O2

C22H21CoF3N6O2 as an isolated structure in a non-equilibrium geometry (the ωB97M-V functional and the def2-TZVPD basis, the Open Molecules 2025 dataset).

Structure (XYZ):
```
55
Properties=species:S:1:pos:R:3:mulliken_charge:R:1
Co -0.08651 -0.03820 -0.00730 -0.111
C -4.34412 2.52202 4.93192 -1.511
C -3.21177 1.89056 4.15742 0.399
C -1.88944 1.94769 4.59933 -0.942
C -0.86679 1.37416 3.87137 -0.273
C -1.08299 0.67142 2.66798 -0.338
N -0.04624 0.10622 1.95555 0.622
C 0.96639 -0.51675 2.65329 0.139
C 0.73411 -1.23118 3.84246 0.284
C 1.75048 -1.82918 4.55663 -1.002
C 3.07318 -1.79701 4.11036 0.446
C 4.18881 -2.47083 4.87153 -1.561
C 3.30780 -1.16681 2.90532 -0.437
C 2.28666 -0.53862 2.19600 -0.182
N 2.64404 0.10509 0.96473 0.104
C 3.80604 0.72474 0.69033 -0.151
C 3.80287 1.06312 -0.64605 -1.039
C 2.57253 0.60431 -1.11956 -0.331
N 1.87878 0.02614 -0.14382 0.233
C -2.41281 0.65324 2.22294 0.361
C -3.43678 1.25785 2.95152 -0.489
N -2.79461 -0.01550 1.01593 0.069
C -3.94812 -0.65462 0.78830 -0.143
C -3.96652 -1.04832 -0.53300 -1.092
C -2.75266 -0.60678 -1.04595 -0.272
N -2.04676 0.02476 -0.10814 0.073
H -4.05113 2.71012 5.96464 0.372
H -5.22383 1.87652 4.94294 0.354
H -4.64476 3.47774 4.49416 0.292
H -1.65489 2.46701 5.52328 0.360
H 0.15347 1.44948 4.22851 0.517
H -0.29031 -1.31447 4.18302 0.552
H 1.50980 -2.35838 5.47356 0.358
H 3.91774 -2.60775 5.91832 0.382
H 5.10696 -1.88226 4.83380 0.367
H 4.41331 -3.45737 4.45711 0.292
H 4.30997 -1.18200 2.48494 0.518
H 4.54327 0.89004 1.45829 0.484
H 4.58376 1.55912 -1.19805 0.429
H 2.16640 0.64536 -2.11928 0.469
H -4.44649 1.23564 2.55116 0.567
H -4.65040 -0.83380 1.58433 0.490
H -4.74614 -1.58287 -1.04743 0.429
H -2.34742 -0.72491 -2.03864 0.422
N -0.08579 2.11827 -0.27695 -0.557
H -0.25367 2.46102 -1.21552 0.251
H 0.77699 2.52726 0.06319 0.274
H -0.84362 2.44047 0.31584 0.251
F -1.22134 -4.46276 -1.32863 -0.283
C -0.55600 -4.25547 -0.17188 0.680
F 0.73629 -4.53727 -0.39928 -0.263
F -1.01006 -5.13919 0.71406 -0.261
C -0.76102 -2.79362 0.29780 0.683
O -1.49766 -2.60229 1.24872 -0.564
O -0.11899 -1.97356 -0.44552 -0.723
```

Calculated values
Total charge: 0
Energy relative to the best compared isomer or geometry (same formula, charge and spin) (kcal per mole): 16.7
Calculated total energy (eV): -81971.459
HOMO energy (alpha / beta) (Ha): -0.2445 / -0.2424
Multiplicity: 2
Gap between HOMO and LUMO (alpha / beta) (eV): 6.8 / 6.7
Largest force on an atom (eV/A): 1.0


[3]
# C22H21FIrN7O6S

C22H21FIrN7O6S as an isolated structure in a non-equilibrium geometry (the ωB97M-V functional and the def2-TZVPD basis, the Open Molecules 2025 dataset).

Structure (XYZ):
```
59
Properties=species:S:1:pos:R:3:mulliken_charge:R:1
Ir 0.72775 -1.87799 0.08687 2.296
N 3.77334 -0.30795 2.66012 -0.398
C 2.70474 -0.68180 1.92843 0.636
S 2.84001 -2.12373 0.99893 -0.579
N 1.66650 0.13612 2.00597 -1.416
N 0.60032 -0.30053 1.28905 0.408
C -0.48048 0.41487 1.22287 0.922
C -0.65996 1.73087 1.87062 -0.214
C -1.10020 2.80818 1.10252 -0.233
C -1.28278 4.05621 1.67572 -0.937
C -1.04133 4.23340 3.03014 -0.656
C -0.60007 3.16509 3.80038 -0.721
C -0.39946 1.92111 3.22539 -0.463
C -1.54820 -0.16109 0.37383 0.473
C -2.85970 0.28995 0.40703 -0.816
C -3.80148 -0.30294 -0.41697 -0.803
C -3.41164 -1.32573 -1.26545 -1.005
C -2.09481 -1.74834 -1.22105 -0.029
N -1.19248 -1.19864 -0.41739 -0.303
H 4.65640 -0.76189 2.51537 0.219
H 3.74156 0.57488 3.13842 0.234
H -1.27000 2.67853 0.03969 0.780
H -1.60485 4.88661 1.06164 0.570
H -1.19252 5.20377 3.48426 0.411
H -0.40462 3.30268 4.85567 0.413
H -0.04812 1.09253 3.82313 0.534
H -3.12885 1.08464 1.08682 0.635
H -4.83054 0.02931 -0.39215 0.459
H -4.10634 -1.80130 -1.94191 0.458
H -1.74903 -2.54720 -1.86295 0.436
N 0.98735 -3.44969 -1.31179 -0.610
C 0.81292 -4.84942 -0.84644 -0.681
C -0.40102 -4.93600 0.07475 -0.422
C -0.06076 -4.31366 1.43705 0.481
O 0.27539 -5.01606 2.36165 -0.650
O -0.16870 -3.01155 1.51058 -0.697
H 0.35488 -3.24607 -2.08174 0.289
H 1.92324 -3.31624 -1.68869 0.341
H 1.70995 -5.12994 -0.29335 0.345
H 0.72671 -5.51729 -1.70613 0.430
H -0.68003 -5.97515 0.23410 0.417
H -1.24108 -4.40319 -0.37567 0.132
F 1.33704 4.39950 -0.20337 -0.368
C 0.79860 3.51221 -1.04415 0.147
C 1.55193 2.62564 -1.70051 0.022
N 1.01537 1.70079 -2.56727 0.061
C 1.88862 0.69335 -3.15689 -1.098
C 2.31181 -0.27460 -2.04364 0.642
O 3.47890 -0.48086 -1.78073 -0.672
O 1.24560 -0.66923 -1.43401 -0.466
C -0.34049 1.62559 -2.79703 0.390
O -0.86502 0.81949 -3.53567 -0.656
N -1.08593 2.55008 -2.08431 0.026
C -0.64980 3.52865 -1.19435 0.530
O -1.42414 4.26401 -0.62697 -0.684
H 2.62341 2.57940 -1.55793 0.461
H 2.76413 1.14749 -3.61710 0.333
H 1.29208 0.16998 -3.90016 0.394
H -2.08416 2.50316 -2.23521 0.254
```

Calculated values
Total charge: 0
Energy relative to the best compared isomer or geometry (same formula, charge and spin) (kcal per mole): 62.8
Calculated total energy (eV): -62264.013
HOMO energy (Ha): -0.2814
Gap between HOMO and LUMO (eV): 6.9
Largest force on an atom (eV/A): 4.4


[4]
# C22H21FN2O5S2

An isolated molecule of C22H21FN2O5S2 (the ωB97M-V functional and the def2-TZVPD basis, the Open Molecules 2025 dataset).

Structure (XYZ):
```
53
Properties=species:S:1:pos:R:3:mulliken_charge:R:1
C -4.66542 -1.39102 -1.98553 -1.772
C -3.23357 -1.34190 -1.55551 1.122
C -2.88413 -1.60028 -0.23309 -0.844
C -1.56232 -1.55250 0.16808 -0.774
C -0.58444 -1.25639 -0.76291 -0.072
C -0.90386 -1.00491 -2.08259 -0.642
C -2.23017 -1.04786 -2.47396 -0.764
H -2.49133 -0.84385 -3.50181 0.412
H -0.11316 -0.76173 -2.77506 0.497
S 1.10661 -1.10787 -0.19702 1.935
O 1.91513 -0.56394 -1.26299 -0.744
O 1.07791 -0.35169 1.02611 -0.583
C 1.71387 -2.79776 0.14280 -0.823
C 3.23151 -2.72911 0.23218 -0.599
C 3.56386 -1.71028 1.32563 0.421
O 3.44146 -1.97159 2.50213 -0.667
N 3.97883 -0.51147 0.86898 -0.072
H 3.93807 -0.32694 -0.12272 0.313
C 3.93858 0.64150 1.75032 -0.432
H 3.02791 0.57724 2.35642 0.235
H 4.80324 0.62103 2.42149 0.445
C 3.94801 1.94110 0.95423 -1.121
N 2.85403 2.01210 -0.00050 0.259
C 3.09860 1.87864 -1.34036 0.800
O 4.16073 1.65226 -1.84481 -0.587
S 1.59412 2.19021 -2.22829 -0.241
C 0.64098 2.15208 -0.74497 1.485
C -0.70050 2.05129 -0.84258 -1.356
C -1.73868 1.81248 0.13199 0.642
C -3.06129 1.83770 -0.33406 -0.646
C -4.12072 1.54302 0.49662 -0.575
C -3.85447 1.20411 1.81230 0.391
C -2.56321 1.17012 2.30810 -0.760
C -1.50949 1.48067 1.47167 -0.440
H -0.50442 1.45071 1.85404 0.478
H -2.39314 0.90513 3.33950 0.489
F -4.88422 0.88817 2.62444 -0.372
H -5.13928 1.56748 0.14241 0.508
H -3.25510 2.09283 -1.36545 0.412
H -1.07623 2.10060 -1.85985 0.310
C 1.54911 2.21973 0.41679 -0.047
O 1.27176 2.50752 1.55393 -0.662
H 4.87392 2.03768 0.38160 0.425
H 3.84256 2.78154 1.64548 0.384
H 3.63255 -3.70424 0.51431 0.474
H 3.64468 -2.42328 -0.72881 0.301
H 1.36925 -3.42778 -0.67345 0.458
H 1.27470 -3.10346 1.08836 0.433
H -1.27982 -1.71723 1.19551 0.444
H -3.65483 -1.82734 0.48789 0.375
H -4.86001 -0.66552 -2.77131 0.397
H -4.89980 -2.38041 -2.37871 0.386
H -5.32837 -1.19656 -1.14695 0.368
```

Calculated values
Total charge: 0
Calculated total energy (eV): -60761.760
HOMO energy (Ha): -0.3048
SMILES string: Cc1ccc(S(=O)(=O)CCC(=O)NCCN2C(=O)S/C(=C/c3ccc(F)cc3)C2=O)cc1
Gap between HOMO and LUMO (eV): 8.0
Largest force on an atom (eV/A): 0.9